73
Properties=species:S:1:pos:R:3 method="wB97M-V/def2-TZVPD" charge=-1 lumo_ev="1.6841 / 1.6800" homo_energy_ev="0.09 / -4.12" multiplicity=4 fmax_ha_per_bohr=0.08020 s2=3.7767 total_energy_ha=-2228.6262
C 6.47438 3.61945 -1.20766
C 5.34397 3.06159 -0.32410
C 6.78408 2.52751 -2.26154
C 6.26562 1.22346 -1.63651
H 7.86958 2.51030 -2.40357
H 6.29468 2.78006 -3.20987
C 5.65618 1.56578 -0.25427
H 4.39195 3.23645 -0.85323
H 5.28998 3.55830 0.65619
C 4.44080 0.67284 -0.08407
H 6.37995 1.38943 0.55339
H 7.10567 0.52552 -1.50610
C 5.10207 0.44400 -2.34851
C 6.23296 5.00771 -1.76184
C 7.70886 3.93496 -0.36371
O 8.84333 3.56106 -0.60749
O 5.15926 5.58444 -1.78537
O 7.37689 5.58294 -2.17481
O 7.40725 4.73644 0.67810
C 8.53345 5.30724 1.36100
H 8.09561 5.92412 2.14661
H 9.11255 5.92467 0.66521
H 9.17003 4.52323 1.79237
C 7.21670 6.93663 -2.59591
H 6.48548 7.00980 -3.41220
H 8.20635 7.25793 -2.92643
H 6.87185 7.55203 -1.75320
O 4.10466 0.06540 -1.33120
H 3.56485 1.24190 0.26157
H 4.65042 -0.13724 0.63291
C 5.67576 -0.81602 -2.99952
C 4.33370 1.23652 -3.40550
H 4.96882 1.47187 -4.26954
H 3.92248 2.16425 -2.98697
H 3.49132 0.62823 -3.76520
H 4.87659 -1.46158 -3.38511
H 6.27715 -1.38966 -2.28072
H 6.32636 -0.53043 -3.84172
Re -0.42446 -0.29855 0.14897
C -0.19249 -2.03746 1.52810
C 1.08201 -1.67123 0.98057
C 1.33072 -0.29373 1.32334
H 1.75437 -2.30155 0.41202
C 0.22463 0.17695 2.11307
C -0.73178 -0.89329 2.22058
H -1.66503 -0.87040 2.77990
H -0.63377 -3.02374 1.47056
H 2.25428 0.22888 1.11585
H 0.16830 1.13305 2.62190
C -1.26877 0.96646 -1.78659
C -2.15369 1.10739 -0.67451
C -1.39536 1.61367 0.43649
H -3.22782 0.94967 -0.66723
C -0.01848 1.77892 -0.01014
C 0.06156 1.31522 -1.37518
H 0.95732 1.31518 -1.98895
H -1.55199 0.69451 -2.79936
H -1.82009 1.94355 1.38129
H 0.76643 2.32677 0.50327
Cl -4.56225 -6.16094 -4.63676
C -3.94841 -5.00214 -3.53640
C -4.67717 -4.68325 -2.37978
C -4.16779 -3.73859 -1.48719
C -2.93794 -3.12502 -1.74687
C -2.20541 -3.45335 -2.88847
C -2.71158 -4.38897 -3.79329
C -2.40265 -2.10989 -0.78360
O -3.05768 -1.69550 0.18048
O -1.18356 -1.71260 -1.08846
H -5.62513 -5.17623 -2.18539
H -4.70418 -3.46751 -0.57931
H -1.24053 -2.97223 -3.04446
H -2.15234 -4.65177 -4.68667